2 unconnected molecules or ions with the total composition C3H4S2 in a non-equilibrium geometry. Source: OMol25; level of theory: ωB97M-V with the def2-TZVPD basis set.

SMILES string = C#CC=S.S
Calculated total energy = -912.94839 a.u.
Kohn-Sham gap (spin up / spin down) = 7.7549 / 7.7544 eV
Relative energy (zero: lowest compared OMol25 entry of this formula, charge and spin) = 3.050 eV
E_LUMO (spin up / spin down) = -1.405 / -1.405 eV

Geometry as XYZ:
```
9
Properties=species:S:1:pos:R:3:nbo_charge:R:1
C -0.0512 -1.3709 1.4408 -0.1086
C 0.5645 -0.7688 0.6061 -0.1088
C 1.2972 -0.2095 -0.3666 -0.3541
S 2.3392 1.0037 0.0027 0.0978
H -0.7637 -1.8185 2.0192 0.2300
H 0.9738 -0.2509 -1.3741 0.2382
S -1.8362 0.9808 -1.3102 -0.2625
H -1.3326 1.9876 -0.6667 0.1383
H -1.1908 0.4466 -0.3513 0.1297
```